Below is C17H22F3N3S in the gas phase, with properties calculated with ωB97M-V with the def2-TZVPD basis set.

Geometry as XYZ:
```
46
Properties=species:S:1:pos:R:3:nbo_charge:R:1
F 5.34822 1.28587 1.31534 -0.330
C 5.04511 1.22242 0.00100 0.964
F 4.50111 2.42053 -0.29918 -0.330
F 6.21367 1.16775 -0.64968 -0.321
C 4.12121 0.08387 -0.31352 -0.054
C 4.53353 -0.97279 -1.10877 -0.251
C 3.63255 -2.00070 -1.33686 -0.183
C 2.36496 -1.97229 -0.79679 -0.254
C 1.93344 -0.90074 0.00468 0.200
N 0.65979 -0.88114 0.50787 -0.425
C 0.13566 0.23902 1.24849 -0.210
C -1.36604 0.44384 0.98817 -0.219
N -2.09516 -0.81488 0.97832 -0.445
C -3.02694 -1.06904 0.01888 0.314
S -3.30294 -2.58839 -0.58622 -0.280
N -3.74004 -0.03155 -0.49006 -0.616
C -4.28243 1.09647 0.24860 -0.051
C -5.81969 1.01031 0.32735 -0.417
C -6.31571 1.91768 -0.79436 -0.404
C -5.34156 3.08990 -0.72730 -0.402
C -3.98447 2.42239 -0.48868 -0.420
C -1.32023 -1.92145 1.49322 -0.235
C -0.08667 -2.12430 0.61882 -0.228
C 2.85343 0.12730 0.24500 -0.287
H 5.52440 -0.99138 -1.53133 0.228
H 3.92613 -2.83798 -1.95127 0.217
H 1.69383 -2.78628 -1.01310 0.220
H 0.63515 1.15214 0.92541 0.223
H 0.31461 0.12004 2.32761 0.180
H -1.74838 1.10741 1.77368 0.195
H -1.50939 0.93452 0.02158 0.216
H -4.33707 -0.33029 -1.25196 0.410
H -3.85350 1.07796 1.25000 0.211
H -6.16910 -0.01739 0.23536 0.224
H -6.15632 1.39835 1.28930 0.210
H -7.35140 2.22219 -0.65676 0.218
H -6.22972 1.41380 -1.75835 0.195
H -5.59850 3.73101 0.11706 0.197
H -5.34791 3.69574 -1.63139 0.215
H -3.50783 2.19209 -1.44224 0.216
H -3.31103 3.06173 0.07956 0.214
H -1.04928 -1.70637 2.52924 0.197
H -1.93480 -2.82196 1.46625 0.263
H -0.43157 -2.44598 -0.37160 0.217
H 0.54530 -2.91342 1.04381 0.199
H 2.61241 0.96529 0.87866 0.221
```

Summary:
LUMO energy (eV): 0.475
Gap between HOMO and LUMO (eV): 8.39
Charge: 0
Relative energy (zero: lowest compared OMol25 entry of this formula, charge and spin) (eV): 0.000
HOMO (eV): -7.91